[1]
13
Properties=species:S:1:pos:R:3:forces:R:3 method="wB97M-V/def2-TZVPD" homo_ev="-8.89 / -8.89" e_above_lowest_kcal_mol=147.4 orbital_gap_ha="0.322 / 0.322"
C -1.58518 0.64489 -0.53333 -0.542 -0.169 0.856
N 0.57389 0.36607 1.39246 -3.130 0.672 -0.764
C 0.59027 -0.19595 0.04930 2.014 0.542 0.229
N 0.15038 -1.52230 -0.15112 0.310 0.095 -0.115
N 2.11638 -0.09650 -0.15017 0.575 -0.953 -0.655
N -0.20982 0.88914 -0.18613 1.551 0.002 1.050
O 2.63374 0.92214 -0.47984 -1.089 -0.150 -0.106
H 1.11322 1.22931 1.48816 0.198 -0.297 -0.408
H 0.94394 -2.15209 -0.12104 0.026 0.027 -0.003
H -0.50846 -1.81473 0.56247 0.018 0.166 -0.027
H -1.63507 0.00104 -1.41669 0.194 0.085 0.046
H -2.11574 0.12796 0.27444 -0.114 0.079 -0.124
H -2.06754 1.60102 -0.72851 -0.011 -0.098 0.021

***

[2]
55
Properties=species:S:1:pos:R:3:forces:R:3 method="wB97M-V/def2-TZVPD" smiles="NC(N)=O.NC(N)=O.NC(N)=O.NC(N)=O.NC(N)=O.CCO.CO" homo_ev=-9.04 e_above_lowest_kcal_mol=170.7 orbital_gap_ha=0.334
N 2.52341 2.97008 -0.72752 -0.727 4.773 1.937
C 3.11572 2.16443 -1.50872 9.791 1.207 -1.185
N 2.40998 1.11349 -1.75068 -0.279 -3.405 -2.993
O 4.45439 2.39343 -1.72610 -6.204 -1.811 0.242
H 3.11328 3.79747 -0.56994 -0.966 -0.178 -0.057
H 1.52539 2.90685 -0.60986 -0.476 0.559 -0.328
H 2.80449 0.49050 -2.42896 -0.068 -0.293 -0.477
H 1.41627 1.17641 -1.71167 -0.800 0.034 0.054
N 1.28022 0.97937 2.03893 -1.107 -4.763 -0.318
C 1.17860 2.19541 2.54287 -4.123 -2.160 5.588
N 1.85347 2.97615 1.79739 1.940 7.165 -0.550
O 0.43432 2.41418 3.62894 3.365 -0.115 -4.382
H 0.77267 0.23505 2.53739 0.400 0.770 -0.320
H 1.85660 0.60075 1.22563 -0.881 1.294 1.700
H 1.80502 3.96192 2.09319 0.154 -0.686 -0.209
H 2.33246 2.86724 0.89230 -0.349 -1.014 1.276
N 2.82581 -0.43659 0.36729 2.419 3.510 -1.452
C 2.22349 -1.56293 0.55288 -6.996 -2.757 -2.721
N 2.85463 -2.41997 1.30624 0.744 -1.435 1.581
O 0.94309 -1.83817 -0.00396 6.544 1.470 2.783
H 2.57866 0.08765 -0.48969 -0.137 -0.201 0.470
H 3.79755 -0.18067 0.65133 -1.155 -1.041 -0.135
H 2.40822 -3.32947 1.36934 0.433 0.294 0.595
H 3.60359 -2.05515 1.92620 -0.876 -1.114 -0.722
N -1.17403 -5.34101 -2.67050 0.302 -2.019 0.151
C -1.42728 -4.04278 -2.66539 6.649 3.632 -3.923
N -2.53393 -3.67032 -2.09759 -4.383 -0.976 0.491
O -0.49238 -3.17353 -3.20993 -4.874 -3.978 2.836
H -0.24959 -5.60827 -2.99576 -0.547 -0.019 0.165
H -1.79261 -6.02183 -2.20471 0.841 0.671 -0.517
H -2.80093 -2.71092 -2.17682 -0.551 0.422 -0.260
H -3.33729 -4.36636 -1.90154 1.911 1.842 -0.456
N -2.79061 -1.06316 1.51175 -0.384 2.854 2.797
C -2.95914 -1.85809 0.49370 -5.846 -1.168 -2.580
N -1.89519 -2.55044 0.21110 2.690 -1.890 -2.053
O -4.13637 -2.04659 -0.13803 4.510 0.931 2.102
H -3.48299 -0.35924 1.80758 0.728 -0.870 -0.384
H -1.88426 -1.12181 1.97419 -0.772 0.417 -0.034
H -2.09674 -3.11806 -0.68187 1.365 0.890 2.351
H -0.91801 -2.20054 0.45132 -1.623 -0.799 -0.734
C -0.71888 -0.03441 -1.92015 0.672 2.029 -0.968
C -1.02318 0.97830 -0.80466 -0.516 -3.488 1.017
O 0.01933 1.81261 -0.45097 1.632 2.325 -0.517
H 0.27431 -0.44148 -1.86712 0.379 -0.304 0.465
H -0.78257 0.40503 -2.91277 -0.194 0.238 -0.259
H -1.35116 -0.88171 -1.93453 -0.838 -0.663 0.337
H -0.99463 0.31806 0.06721 -1.313 -0.191 0.058
H -1.98465 1.46335 -0.92156 -0.063 0.304 -0.003
H 0.11792 1.84210 0.51516 -0.257 -0.344 -0.384
C -1.91951 3.69580 2.10568 -0.553 1.508 0.623
O -3.29371 3.36320 1.98672 -0.016 -1.231 -0.537
H -1.30883 3.22207 1.36064 -0.017 -0.967 -0.115
H -1.52741 3.58189 3.13531 -0.041 -0.115 -0.811
H -1.89929 4.72880 1.77659 0.651 0.679 0.361
H -3.74779 3.69193 2.75415 -0.186 0.176 0.402

***

[3]
27
Properties=species:S:1:pos:R:3:forces:R:3 method="wB97M-V/def2-TZVPD" smiles=Cc1c[nH]c2ccccc12.CC homo_ev=-7.76 e_above_lowest_kcal_mol=35.3 orbital_gap_ha=0.317
C -0.39935 -2.76453 -0.05048 -0.631 -0.209 0.834
C -0.27570 -1.53448 0.79679 0.090 -1.028 0.985
C -1.15752 -1.14024 1.78099 0.834 -0.900 -1.919
N -0.67835 -0.02681 2.38173 0.290 1.123 1.099
C 0.57924 0.31840 1.89507 -0.915 -1.007 -1.856
C 1.29556 1.53961 1.92936 -0.826 -1.362 0.659
C 2.42882 1.55393 1.17871 2.528 0.339 -1.195
C 2.96323 0.42571 0.49934 -1.541 -1.376 1.547
C 2.18568 -0.72121 0.44731 0.592 0.208 -1.724
C 0.87181 -0.71210 0.90729 0.061 1.612 1.707
H -0.74468 -2.47825 -1.04172 0.385 -0.406 -0.290
H -1.14234 -3.44747 0.38838 -0.143 0.343 -0.202
H 0.50272 -3.37735 -0.00938 0.214 0.350 -0.585
H -2.06268 -1.69439 1.96443 -0.246 0.538 0.581
H -1.10789 0.40141 3.18069 -0.081 0.176 -0.054
H 0.94231 2.30193 2.60892 0.223 0.438 -0.308
H 3.10760 2.38147 0.97762 -0.583 0.599 0.960
H 4.00854 0.27050 0.27181 0.018 0.828 -0.468
H 2.60464 -1.53890 -0.13397 -0.295 -0.240 0.177
C -2.49315 1.48670 -2.64585 0.147 -1.640 0.375
C -0.98656 1.24909 -2.44444 0.201 -1.507 0.913
H -2.82635 0.85498 -3.47790 -0.193 0.974 -0.392
H -2.98961 0.96548 -1.81930 -0.035 0.278 0.131
H -2.86464 2.49726 -2.59703 0.095 0.319 -0.580
H -0.91555 0.73815 -1.47586 0.427 0.757 0.361
H -0.25496 2.05028 -2.49234 -0.351 0.271 -0.048
H -0.59084 0.40082 -3.02016 -0.264 0.522 -0.711

***

[4]
15
Properties=species:S:1:pos:R:3:forces:R:3 method="wB97M-V/def2-TZVPD" homo_ev=-6.44 e_above_lowest_kcal_mol=137.0 orbital_gap_ha=0.230
C 0.19163 1.31267 0.63950 -1.890 -1.243 -1.048
C -0.25823 -0.33230 -1.54584 -0.023 0.029 -0.138
N -0.48301 -0.40034 -0.09525 1.526 1.070 0.563
C 0.27201 -1.60123 0.57978 0.153 0.625 0.429
C 1.28459 -0.98685 1.34396 0.078 -0.452 -0.503
O -0.48155 2.22513 -0.09240 0.202 -0.186 0.264
O 0.18935 -2.71404 0.08044 -0.328 -0.016 -0.447
O 1.59711 -0.72246 2.46026 0.165 0.266 0.644
H -1.41677 2.23872 0.15033 0.098 0.119 0.094
H -1.46779 -0.60139 0.08015 -0.006 0.352 0.166
H -0.09879 1.17857 1.67611 0.005 -0.066 -0.050
H 1.25210 1.36512 0.44041 -0.015 -0.478 -0.172
H -0.95035 0.36707 -2.01457 0.022 0.012 0.042
H 0.76545 -0.00427 -1.72159 -0.016 -0.060 0.012
H -0.39576 -1.32440 -1.98130 0.030 0.027 0.143

***

[5]
116
Properties=species:S:1:pos:R:3:forces:R:3 method="wB97M-V/def2-TZVPD" homo_ev=-9.12 e_above_lowest_kcal_mol=601.0 orbital_gap_ha=0.344
C -4.22157 -3.47053 2.71369 6.550 -1.542 5.589
C -3.72697 -2.32503 3.61775 -1.170 2.751 0.632
O -4.47453 -1.06320 3.15111 -0.247 -5.951 -2.276
O -3.66072 -4.71167 3.26137 0.440 1.684 -7.700
H -4.04570 -3.40618 1.71999 1.650 0.299 -2.897
H -5.13132 -3.32616 2.80880 -9.318 -0.207 0.878
H -2.75348 -2.25522 3.26784 2.375 0.877 0.159
H -3.73623 -2.31077 4.83890 -0.381 -0.890 -3.167
H -4.26916 -0.37128 3.67108 1.292 3.535 2.916
H -3.73325 -4.92010 4.10786 -1.158 -0.525 5.871
C 1.34754 -5.69572 1.83807 10.237 0.206 -8.453
C 1.39642 -6.81277 0.69200 -1.243 2.658 1.152
O 1.56481 -8.06452 1.18924 1.076 -1.793 1.024
O 1.18827 -4.41213 1.24817 -0.372 -0.389 -1.164
H 2.29728 -5.77481 2.39598 -0.129 0.166 -0.128
H 0.67406 -5.75906 2.41057 -9.663 -1.988 8.022
H 2.16775 -6.58858 -0.04400 -0.304 0.495 -0.241
H 0.38926 -6.83646 0.33101 -0.455 0.418 -1.127
H 2.51328 -8.13586 1.31465 0.098 -0.654 0.355
H 1.70575 -3.79889 1.73335 0.661 0.911 0.586
C 1.80527 2.31630 -2.16041 0.598 -2.909 0.475
C 1.29188 3.58978 -2.59830 -0.651 2.202 -3.112
C 0.24023 3.38070 -3.79105 -1.736 -3.103 2.627
O 0.51700 4.04862 -1.44904 14.477 2.302 -5.447
H 1.03193 1.59319 -1.66165 2.033 1.117 -1.733
H 2.53768 2.55804 -1.40576 -0.217 -0.127 0.476
H 2.42575 1.75605 -2.87585 -2.336 0.610 -0.464
H 2.23480 4.39877 -2.91824 -2.824 -2.201 0.840
H -0.85729 2.79560 -3.41676 3.691 1.468 -0.924
H 0.64324 2.71183 -4.53122 0.396 -0.293 -0.218
H -0.15364 4.18653 -4.30696 -0.328 2.187 -0.731
H 1.18473 4.44340 -0.65534 -0.018 -2.060 -3.963
C -2.00720 -2.66922 -3.83918 -3.508 4.487 -2.585
C -1.76238 -1.16972 -3.35435 -1.565 -0.792 -4.949
C -0.35889 -0.68451 -3.42244 -0.447 0.603 1.387
O -2.65631 -0.21003 -4.06745 0.986 -4.691 -2.586
H -1.46569 -2.60540 -4.79816 -0.951 -0.830 -0.213
H -3.14540 -3.05364 -3.81919 2.677 1.242 -0.490
H -1.48455 -3.24582 -3.24354 2.646 -3.023 3.154
H -2.07701 -0.99545 -2.44481 -1.318 -0.200 5.106
H 0.30434 -1.36117 -2.94775 0.689 -0.885 0.571
H -0.45698 0.16531 -2.72920 0.866 0.360 -0.577
H 0.04485 -0.42997 -4.36983 -0.005 0.414 -1.010
H -2.71517 0.55838 -3.59125 -0.117 3.255 2.135
C -1.73990 4.77300 0.69398 -2.053 -1.440 1.288
C -0.76758 4.01882 -0.22739 -3.849 4.929 0.568
C -0.46638 2.62060 -0.11332 1.160 -2.069 1.970
O -1.42710 4.12665 -1.59198 -6.822 -1.665 4.333
H -1.25383 4.91420 1.68068 -0.323 -0.139 -0.349
H -2.75857 4.18475 0.88629 2.030 1.142 -0.355
H -2.03679 5.78951 0.33349 0.534 -0.982 -0.074
H 0.20107 4.68994 -0.29283 -5.234 0.918 4.623
H 0.07447 2.18080 -0.97703 -1.541 0.723 1.616
H -1.39554 2.16296 -0.05503 -1.725 -1.597 0.744
H 0.16446 2.45886 0.78933 -0.526 -0.359 -0.261
H -0.86987 4.51348 -2.16603 2.213 2.208 -2.703
C -5.33314 1.83453 -3.48207 -1.912 -0.320 0.373
C -4.42979 2.71358 -2.61832 1.320 -11.596 1.549
C -4.61109 2.47354 -1.16653 -2.656 -5.091 0.586
O -3.05638 2.25816 -2.84840 1.246 1.111 0.533
H -5.02138 1.78467 -4.51302 -0.384 1.366 -0.845
H -6.50655 2.13224 -3.27918 3.034 -0.960 -0.862
H -5.13780 0.72739 -3.39804 -0.470 0.930 1.393
H -4.44939 3.61229 -2.73782 -0.654 10.470 -2.296
H -3.96757 3.07603 -0.68329 2.833 1.559 1.969
H -4.46921 1.24730 -0.93469 -0.064 3.473 -0.463
H -5.55666 2.73047 -0.68240 -0.466 -0.051 -0.611
H -2.38230 2.80203 -2.27428 -1.906 -0.777 -1.160
C 1.39993 -0.74868 4.43920 -2.744 0.948 4.848
C 1.20278 -1.78842 5.72195 -1.124 -2.024 -8.147
C 0.06018 -2.76620 5.39889 11.583 -3.983 1.372
O 2.35756 -2.47957 5.86935 -0.434 -2.542 -1.051
H 1.99167 -0.03433 5.02109 0.200 0.566 -0.996
H 0.41255 -0.26426 4.16136 1.098 -0.498 0.346
H 1.87430 -1.08769 3.60450 1.403 -1.336 -2.050
H 0.84970 -1.22340 6.41888 -1.186 3.519 5.073
H -0.75786 -2.47280 5.26687 -12.358 5.958 -0.968
H -0.04867 -3.55882 6.09417 0.402 -0.952 0.774
H 0.14891 -3.15481 4.42194 1.194 -1.192 -1.241
H 2.96155 -2.10264 6.43508 1.944 1.534 1.969
C 3.23105 -1.22383 -2.21200 -0.187 0.064 2.923
C 4.57359 -0.40884 -2.02870 -3.870 1.176 0.748
C 4.43366 0.95566 -2.78806 2.457 1.610 3.223
O 4.90277 -0.17465 -0.62375 -2.794 4.982 -4.409
H 2.48154 -0.69411 -1.65165 -0.693 0.643 -0.010
H 3.04527 -2.25459 -1.76474 1.316 0.926 -0.590
H 2.94366 -1.24715 -3.21794 -0.317 -0.018 -1.595
H 5.15090 -1.03273 -2.57220 3.501 -1.574 -1.030
H 5.37651 1.62863 -2.51678 -1.628 -1.339 -0.141
H 3.54274 1.59718 -2.46161 3.042 -1.935 -0.671
H 4.61764 0.87959 -3.83048 -0.665 -0.417 -1.102
H 5.26462 -0.87400 -0.24650 2.578 -5.076 2.553
C 0.37460 -0.89136 0.78793 -0.349 -3.552 -2.890
C -1.01560 -1.58023 0.74347 1.022 1.314 -6.678
C -2.29150 -0.69552 0.36397 3.997 0.037 4.136
O -0.81753 -2.51580 -0.43364 -1.246 1.604 0.756
H 1.18999 -1.65976 0.95765 -1.036 1.024 0.125
H 0.23884 -0.21626 1.47787 0.379 3.768 4.348
H 0.62274 -0.34452 -0.11173 -0.189 -0.146 -0.544
H -1.09560 -2.10228 1.60168 -0.874 -1.904 2.854
H -2.46616 -0.04056 1.22796 -0.428 -0.187 -0.134
H -3.10953 -1.20877 0.09338 -2.963 -2.585 -0.122
H -2.20808 -0.08091 -0.44040 1.359 1.940 -2.454
H -0.61482 -3.36737 -0.09530 0.447 -1.273 0.568
C 3.40241 1.78392 2.01454 2.695 -2.218 -1.799
C 3.80334 2.70174 0.80438 -2.880 -1.005 0.285
C 3.65877 4.15431 1.27020 7.108 0.892 -4.339
O 5.02188 2.44740 0.42658 7.685 -3.084 -3.257
H 4.01684 2.22642 2.78660 -0.683 0.040 0.910
H 3.75544 0.60407 1.99672 -0.883 3.055 -0.579
H 2.36695 1.82081 1.99762 -2.132 0.034 1.275
H 3.47383 2.43418 -0.21444 -3.094 0.720 1.368
H 2.77018 4.26300 1.66441 -4.439 1.239 2.371
H 3.84727 4.88068 0.26847 -0.761 -1.741 2.712
H 4.61038 4.41102 1.96347 -2.481 -0.630 -1.291
H 5.03299 1.64181 -0.30214 0.268 2.640 3.187

***

What did we get for largest force on an atom? Answer: 3.3, 9.9, 2.8, 2.5, 15.6 eV Å⁻¹, in the order shown.